ORCA calculation (ωB97M-V/def2-TZVPD) on 10 unconnected molecules or ions with the total composition C31H80F30N5O4P5 at a distorted geometry.

Positions of all 155 atoms, in Å:
C 24.44142 -6.44762 -11.29324
N 24.15209 -6.54729 -9.81514
C 24.09706 -8.03784 -9.34901
C 25.32769 -5.78093 -9.04801
C 22.79424 -5.83367 -9.63801
C 21.54762 -6.69761 -10.02270
O 21.26975 -6.99049 -11.37794
H 24.60750 -5.39555 -11.52491
H 23.65672 -6.94782 -11.86082
H 25.41910 -6.92023 -11.38738
H 23.73568 -8.10037 -8.32256
H 25.10278 -8.40483 -9.55383
H 23.45125 -8.53097 -10.07555
H 26.25855 -6.29939 -9.27776
H 25.20224 -5.81067 -7.96566
H 25.25924 -4.74157 -9.36919
H 22.81369 -4.93894 -10.26024
H 22.73046 -5.45640 -8.61737
H 20.63258 -6.15217 -9.79184
H 21.35721 -7.59920 -9.44049
H 20.35548 -6.74240 -11.53335
C 24.29884 9.41115 -14.34824
N 24.98424 9.96202 -13.01454
C 24.51775 11.39877 -12.82071
C 24.58621 9.14415 -11.77729
C 26.48573 10.02264 -13.30831
C 27.14104 8.72397 -13.59879
O 27.06158 7.83067 -12.61663
H 24.45842 8.33670 -14.43873
H 24.61840 9.97971 -15.22158
H 23.21589 9.45318 -14.23176
H 23.55226 11.35008 -12.31716
H 24.49617 11.82503 -13.82367
H 25.28614 11.78898 -12.15331
H 24.43827 8.15821 -12.21789
H 23.67728 9.45224 -11.26053
H 25.49420 9.15236 -11.17432
H 26.86389 10.30204 -12.32493
H 26.64227 10.74662 -14.10796
H 28.16803 8.97049 -13.86826
H 26.71329 8.22463 -14.46815
H 27.94820 7.66990 -12.28547
C 9.02541 3.28962 -11.77723
N 10.14752 4.13640 -11.17132
C 11.06901 4.89866 -12.15101
C 9.55644 5.26896 -10.29143
C 11.01792 3.25101 -10.26445
C 11.76335 2.08809 -11.01594
O 10.95754 1.06779 -11.52037
H 8.35688 2.87832 -11.02093
H 9.44292 2.54307 -12.45284
H 8.56432 3.91281 -12.54350
H 11.79270 5.47296 -11.57263
H 10.39743 5.46041 -12.80025
H 11.58201 4.09961 -12.68623
H 10.37953 5.85782 -9.88664
H 9.07474 4.82403 -9.42074
H 8.78966 5.82843 -10.82729
H 10.36217 2.84579 -9.49381
H 11.73436 3.92200 -9.79055
H 12.38346 1.64248 -10.23812
H 12.50462 2.36132 -11.76691
H 11.51892 0.52496 -12.07874
C 20.79014 2.47464 -13.78487
N 19.71380 1.39458 -13.90064
C 19.25509 1.56944 -15.37700
C 20.37071 -0.00493 -13.84456
C 18.58213 1.58693 -12.92723
C 18.80449 1.65182 -11.45911
O 19.36985 0.43483 -10.99082
H 21.37214 2.45386 -12.86349
H 20.32576 3.44549 -13.95779
H 21.46722 2.23018 -14.60334
H 18.77000 2.54378 -15.43578
H 18.46214 0.82941 -15.48513
H 20.11699 1.42397 -16.02819
H 20.86797 -0.09712 -12.87898
H 21.05719 -0.05493 -14.68975
H 19.56450 -0.73837 -13.85789
H 17.98227 0.72773 -13.22730
H 17.96462 2.40021 -13.30849
H 17.90424 1.98231 -10.94100
H 19.54331 2.44540 -11.34747
H 20.01878 0.53584 -10.29062
C 21.87805 0.48193 -23.01302
C 21.81987 0.68670 -24.54886
C 23.18791 0.45024 -25.33827
C 24.43065 1.23176 -24.81639
N 25.69602 1.01304 -25.66650
C 26.86610 1.75180 -25.00999
C 26.76968 3.15967 -25.57149
C 25.97681 3.21432 -26.84661
C 25.55950 1.78924 -27.02308
C 25.98850 -0.44862 -26.06018
C 26.26221 -1.29235 -24.77547
C 26.68668 -2.69897 -25.14081
H 22.21259 -0.54302 -22.85281
H 20.92940 0.52004 -22.47758
H 22.65394 1.13913 -22.62038
H 21.42395 1.66946 -24.80485
H 21.14922 -0.09548 -24.90452
H 22.88219 0.79964 -26.32446
H 23.36005 -0.59915 -25.57750
H 24.69576 1.00005 -23.78483
H 24.30578 2.29921 -24.99818
H 27.73690 1.25994 -25.44345
H 26.80081 1.67237 -23.92486
H 27.67806 3.74063 -25.73094
H 26.38899 3.78533 -24.76420
H 26.58016 3.46941 -27.71780
H 25.09606 3.84953 -26.75226
H 26.23491 1.27999 -27.71054
H 24.50202 1.65940 -27.25326
H 26.80052 -0.53195 -26.78251
H 25.11831 -0.85519 -26.57551
H 25.39560 -1.27523 -24.11456
H 27.02291 -0.72289 -24.24148
H 26.88858 -3.23348 -24.21257
H 27.50036 -2.84879 -25.85045
H 25.79393 -3.15461 -25.56917
P 22.37282 -5.01164 -17.52528
F 23.27210 -5.13539 -18.88950
F 23.47981 -4.04328 -16.76671
F 21.57719 -3.72480 -18.06868
F 21.41161 -4.94209 -16.18856
F 21.16403 -5.90888 -18.12064
F 23.13109 -6.30510 -16.98696
P 22.90631 0.33776 -5.56128
F 22.60765 -0.17960 -4.08308
F 21.50198 1.13548 -5.50249
F 23.70584 1.66450 -4.95167
F 23.21050 0.91036 -7.05000
F 24.27170 -0.64667 -5.61695
F 22.12081 -0.93222 -6.25230
P 25.27068 4.70913 -19.05423
F 24.85459 4.99036 -20.59239
F 23.79216 5.02547 -18.61582
F 24.75913 3.11763 -19.20562
F 25.57278 4.54599 -17.47615
F 26.75583 4.28667 -19.57431
F 25.68125 6.29322 -18.87925
P 14.54007 -5.26824 -13.12525
F 14.99934 -6.31529 -11.93502
F 13.10743 -4.96994 -12.36699
F 15.30111 -4.08298 -12.29474
F 14.24504 -4.29026 -14.38746
F 15.84490 -5.69093 -13.87973
F 13.75930 -6.44763 -13.95587
P 17.64344 8.00443 -11.73234
F 18.12448 9.26894 -10.78524
F 16.93865 7.08619 -10.56507
F 16.17723 8.69188 -11.97685
F 17.15977 6.93754 -12.80471
F 18.12259 8.91338 -12.98966
F 19.05404 7.23819 -11.36675

Its energy above the lowest of the compared OMol25 structures with the same formula, charge and spin is 14.7 kcal/mol. For the lowest unoccupied orbital energy, the calculation gives -0.76 eV. Its HOMO energy is -9.460 eV.


ORCA calculation (ωB97M-V/def2-TZVPD) on 6 unconnected molecules or ions with the total composition C31H80F3N5O13S at a distorted geometry.

Positions of all 133 atoms, in Å:
C 3.53264 5.79775 -5.60438
O 3.28662 6.11146 -4.17001
C 3.47941 7.46298 -3.96186
C 3.55042 7.60956 -2.43664
N 2.14317 7.07917 -1.94573
H 1.45318 7.74078 -2.27176
H 1.85376 6.15435 -2.23042
C 1.87493 7.18736 -0.41108
C 0.56078 6.67066 0.08564
O 0.19093 5.36919 -0.48008
C -1.02641 4.72151 -0.07822
H 4.48433 6.00681 -6.09295
H 2.72966 6.34995 -6.09264
H 3.27262 4.78757 -5.92067
H 2.81773 8.19400 -4.42649
H 4.48827 7.76288 -4.24533
H 3.66288 8.65163 -2.13739
H 4.28010 6.94235 -1.97785
H 2.01032 8.23683 -0.14958
H 2.56840 6.73845 0.30004
H -0.23389 7.31628 -0.28824
H 0.57283 6.70123 1.17515
H -1.08186 3.63293 -0.08353
H -1.75728 4.93429 -0.85838
H -1.38805 5.16099 0.85139
C 4.53259 -8.96985 2.51602
O 4.16793 -7.59497 2.50500
C 5.23784 -6.77236 2.83938
C 5.61903 -5.69358 1.91891
N 4.52623 -5.47973 0.83405
H 4.91875 -5.14837 -0.03557
H 4.19016 -6.42461 0.71423
C 3.48402 -4.46021 1.20260
C 2.54261 -4.64739 -0.00596
O 1.97605 -5.98190 -0.01461
C 0.87370 -6.14998 -0.91798
H 4.64686 -9.29286 3.55078
H 5.40022 -9.21518 1.90355
H 3.73432 -9.59325 2.11323
H 6.12217 -7.33081 3.14628
H 4.92789 -6.33658 3.78918
H 6.31880 -6.11417 1.19674
H 5.94728 -4.69057 2.19151
H 3.97901 -3.48942 1.17695
H 3.15929 -4.67723 2.22022
H 3.04733 -4.62597 -0.97182
H 1.84343 -3.82225 0.12971
H 1.27007 -6.15995 -1.93331
H 0.07816 -5.43025 -0.72509
H 0.34385 -7.08624 -0.74253
C 0.62687 -7.18008 2.85289
O -0.61200 -6.45968 2.65197
C -0.38822 -5.00712 2.44905
C -1.81893 -4.32366 2.31784
N -2.65662 -4.87074 3.41385
H -3.56275 -5.17132 3.08419
H -2.29284 -5.72456 3.81230
C -2.97970 -3.90291 4.58080
C -1.70403 -3.41566 5.20974
O -0.96281 -4.59156 5.58136
C -1.22623 -5.13839 6.90761
H 1.27899 -6.63959 2.16681
H 0.51896 -8.22446 2.56007
H 0.92619 -6.99907 3.88524
H 0.25350 -4.81315 1.58960
H 0.22943 -4.59375 3.24638
H -2.16625 -4.62177 1.32860
H -1.72853 -3.25786 2.52759
H -3.50709 -4.46767 5.34957
H -3.59529 -3.12278 4.13296
H -1.71805 -2.71523 6.04478
H -1.05770 -2.84779 4.54050
H -2.07824 -5.80825 6.79163
H -1.44212 -4.44391 7.71952
H -0.44140 -5.85465 7.15074
C -0.62664 4.38716 3.45070
O 0.41048 3.75714 2.81524
C 0.15005 2.35812 2.67677
C 1.20106 1.70274 1.76515
N 1.47594 2.35131 0.41341
H 0.71222 2.12190 -0.20643
H 1.53632 3.35807 0.46716
C 2.69505 1.92067 -0.36240
C 3.09631 3.14043 -1.23505
O 1.94070 3.78029 -1.78153
C 1.45480 3.32819 -3.06590
H -0.94951 3.96067 4.40042
H -1.44808 4.47461 2.73959
H -0.43099 5.44421 3.63091
H -0.79505 2.25043 2.14453
H 0.14021 1.97019 3.69535
H 0.91681 0.67245 1.55112
H 2.13792 1.69031 2.32213
H 2.37875 0.93717 -0.70995
H 3.43807 1.74182 0.41480
H 3.79899 2.80690 -1.99867
H 3.70440 3.79942 -0.61534
H 1.38864 2.25216 -3.22674
H 2.03328 3.59520 -3.95030
H 0.46567 3.78335 -3.01525
C -6.78183 -0.57767 -4.39707
O -6.34242 0.38733 -3.45664
C -5.54906 -0.03417 -2.30625
C -5.70114 1.16107 -1.29714
N -5.35907 2.44334 -2.04811
H -6.11373 2.84733 -2.58419
H -5.33198 3.14373 -1.32090
C -4.02002 2.63582 -2.77637
C -3.69366 4.07858 -3.05744
O -4.83527 4.74345 -3.61096
C -5.12837 4.58436 -5.01038
H -7.00201 -1.50057 -3.86053
H -6.00190 -0.70878 -5.14714
H -7.70436 -0.34349 -4.92830
H -4.55732 -0.31323 -2.66217
H -5.92605 -0.85597 -1.69746
H -4.94178 1.09971 -0.51759
H -6.68696 1.27638 -0.84661
H -4.02230 1.97546 -3.64356
H -3.24165 2.32032 -2.08160
H -2.76072 4.31367 -3.56973
H -3.54849 4.57607 -2.09852
H -4.72128 3.70384 -5.50743
H -4.77066 5.49390 -5.49295
H -6.17756 4.44544 -5.27118
C -0.66690 -1.62274 -0.99387
F -0.64756 -1.77900 0.29027
F 0.41221 -1.91461 -1.54845
F -1.52027 -2.57221 -1.46419
S -1.30397 0.08971 -1.50144
O -0.31591 1.06791 -0.95756
O -1.26872 0.14200 -2.98441
O -2.70246 0.17056 -1.01535

Its energy above the lowest of the compared OMol25 structures with the same formula, charge and spin is 97.1 kcal/mol. For the lowest unoccupied orbital energy, the calculation gives -7.72 eV. Its HOMO energy is -16.779 eV. The net charge is +4.


ORCA calculation (ωB97M-V/def2-TZVPD) on a molecular structure, C31H81CrF3O31P7S at a distorted geometry.

Positions of all 155 atoms, in Å:
Cr -0.64709 -1.30946 -1.08934
C -0.63449 2.94341 -1.37805
F -1.05538 4.15434 -1.54473
F 0.61407 2.87615 -1.83577
F -0.65037 2.64916 -0.08100
S -1.67271 1.58830 -2.17302
O -0.78708 0.36979 -2.11392
O -2.86052 1.54709 -1.36092
O -1.70012 2.02811 -3.55601
C -1.75596 6.07001 7.26930
C -2.32153 5.85400 5.87770
O -1.80585 4.61781 5.36238
P -2.61703 3.90134 4.17294
O -1.91171 2.80312 3.55602
O -4.02494 3.54230 4.86748
C -4.31364 2.30567 5.44838
C -5.22629 1.42493 4.63326
O -2.98382 5.11697 3.22996
C -3.62993 4.87459 1.96260
C -5.11784 4.97659 2.19535
H -1.98427 5.28993 7.96609
H -0.71591 6.15986 7.16424
H -2.20708 6.96486 7.71423
H -3.40930 5.86860 5.88828
H -2.05706 6.65857 5.20428
H -3.36569 1.77156 5.62751
H -4.79210 2.53177 6.44291
H -5.49069 0.54142 5.20810
H -6.19093 1.86860 4.35428
H -4.72738 1.07174 3.72398
H -3.21996 5.63657 1.23784
H -3.29837 3.91925 1.54379
H -5.45367 4.28820 2.96528
H -5.34409 6.03247 2.53336
H -5.69628 4.90956 1.27822
C 4.59929 -2.27288 1.47376
C 3.56722 -1.33081 0.79432
O 2.43024 -1.32341 1.69527
P 1.23796 -0.20569 1.61289
O 0.19267 -0.48772 0.57279
O 0.46990 -0.36732 2.99957
C 0.98367 -0.83927 4.22865
C -0.05053 -0.47751 5.22621
O 1.76200 1.23244 1.47664
C 2.58258 1.91787 2.45150
C 1.82226 3.06829 3.08834
H 4.23700 -3.28378 1.25429
H 5.52589 -2.26532 0.92957
H 4.72644 -2.11163 2.57803
H 3.87604 -0.27656 0.59165
H 3.30467 -1.73243 -0.15906
H 1.19211 -1.86795 4.25867
H 1.82942 -0.24449 4.44659
H -1.03316 -0.75535 4.95123
H 0.16666 -0.91173 6.21959
H -0.14524 0.59777 5.35173
H 2.91642 1.32854 3.33676
H 3.46484 2.22295 1.92715
H 0.96745 2.57964 3.59608
H 2.39938 3.63545 3.84994
H 1.55756 3.74665 2.27905
C 5.64463 -1.74843 -2.63176
C 4.44185 -1.71406 -3.54618
O 3.27241 -1.94927 -2.71944
P 1.74671 -1.77336 -3.14335
O 1.07970 -1.55516 -1.83272
O 1.59991 -0.76840 -4.26763
C 1.77397 0.76725 -3.99009
C 2.80850 1.32347 -4.93412
O 1.23590 -3.15461 -3.77995
C 1.62081 -3.61270 -5.10269
C 1.87278 -5.06889 -5.25657
H 5.66668 -0.97804 -1.83088
H 5.71886 -2.70067 -2.03635
H 6.54091 -1.64617 -3.24812
H 4.20068 -0.81510 -4.16318
H 4.62131 -2.52040 -4.31954
H 0.84446 1.19027 -4.25554
H 1.95779 0.91604 -2.90592
H 3.81449 1.18719 -4.62115
H 2.66350 0.93408 -5.91704
H 2.56369 2.39664 -5.00712
H 0.75087 -3.26970 -5.67175
H 2.49787 -3.03374 -5.39457
H 1.70969 -5.37779 -6.29246
H 2.84556 -5.30507 -4.86719
H 1.02954 -5.49695 -4.68881
C -5.67859 0.51799 0.12646
O -5.09430 -0.78449 -0.13313
P -3.68700 -1.29222 0.42203
O -2.44761 -1.07568 -0.34132
O -3.78400 -0.80050 1.85375
C -2.65577 -0.14710 2.50711
O -3.86416 -2.87374 0.41888
C -4.98951 -3.73032 0.67817
H -6.38715 0.46969 0.97253
H -6.34363 0.70885 -0.72060
H -4.98943 1.30775 0.30938
H -2.38443 0.82138 2.06817
H -1.81184 -0.81569 2.54461
H -3.08357 0.01552 3.48496
H -5.87699 -3.22815 0.48524
H -4.89318 -4.02702 1.71801
H -4.86613 -4.59154 -0.02377
C -4.77460 -1.76742 -3.39697
O -3.57970 -1.21541 -3.97151
P -2.25699 -2.04849 -3.89133
O -1.59431 -2.27146 -2.61577
O -2.69742 -3.51741 -4.39706
C -1.74295 -4.55153 -4.57019
O -1.29289 -1.42612 -4.89992
C -1.54928 -0.97720 -6.31303
H -4.63430 -2.13531 -2.37155
H -5.10808 -2.55784 -4.10584
H -5.51996 -1.01615 -3.42217
H -1.03873 -4.22097 -5.39576
H -2.20266 -5.50814 -4.84377
H -1.03746 -4.71724 -3.70926
H -2.05241 -1.79373 -6.83675
H -0.55145 -0.81949 -6.69814
H -2.20496 -0.13153 -6.20434
C 7.13378 3.09247 0.03202
O 5.97939 2.22525 -0.00412
P 4.53936 2.80399 -0.49072
O 3.55325 1.72615 -0.72909
O 4.34955 3.91736 0.65113
C 3.35279 4.90923 0.36042
O 4.74654 3.76345 -1.73947
C 5.06721 3.38091 -3.04676
H 7.45276 3.23520 -0.93098
H 7.82100 2.55067 0.67820
H 6.90910 4.04726 0.55725
H 3.16135 5.63125 1.18605
H 2.43078 4.46178 -0.03598
H 3.83658 5.53346 -0.31647
H 6.14366 3.06610 -3.06070
H 4.90309 4.23534 -3.64271
H 4.48564 2.54801 -3.35810
C -2.02709 -5.46175 0.14189
O -0.59039 -5.56546 0.43435
P 0.15246 -4.18049 0.45988
O -0.51830 -3.13674 -0.29919
O 0.42688 -3.58906 1.89662
C 1.16973 -4.54824 2.75903
O 1.64305 -4.58853 -0.00096
C 1.88883 -5.16232 -1.34472
H -2.51304 -4.92669 0.97736
H -2.46527 -6.45412 0.08528
H -2.08089 -4.86025 -0.74350
H 2.23248 -4.36695 2.63720
H 0.90768 -5.54477 2.43635
H 0.84477 -4.41193 3.79263
H 2.85833 -4.88328 -1.64516
H 1.13200 -4.66912 -1.90137
H 1.69758 -6.22680 -1.42488

For the lowest unoccupied orbital energy (alpha / beta), the calculation gives -4.44 / -3.63 eV. Its HOMO energy (alpha / beta) is -13.840 / -13.840 eV. As for the spin multiplicity: 4. The net charge is +2. The expectation value of S² is 3.76.